Record 1
Here is C5H10N2O as an isolated structure from the OMol25 dataset. Energies are from ωB97M-V/def2-TZVPD.

The calculation puts the HOMO-LUMO gap at 8.471 eV. The total charge is 0. Its energy is -381.18899 Eh. The value obtained for the HOMO energy is -0.277 hartree. The LUMO energy is 0.9267 eV.

XYZ file:
```
18
Properties=species:S:1:pos:R:3:forces:R:3:nbo_charge:R:1
C 0.027 -2.167 0.576 0.19 -0.04 -0.16 -0.420
C 0.645 2.222 -0.669 -0.10 -0.07 -0.03 -0.631
C 0.490 -0.370 -1.017 0.03 1.02 0.01 0.495
C 0.149 0.826 -0.484 0.61 -0.42 -0.34 -0.259
N -1.094 0.513 1.635 0.13 -0.22 -0.46 -0.822
C -1.008 0.322 0.277 0.27 -1.22 -0.51 0.172
O 1.349 -0.650 -2.026 -0.04 -0.18 0.35 -0.669
N -0.395 -1.286 -0.492 -1.09 0.65 0.98 -0.531
H 1.302 -1.603 -2.179 0.01 0.08 -0.05 0.487
H -0.239 0.725 2.127 -0.40 0.13 0.07 0.394
H -1.994 0.706 2.046 0.32 -0.21 0.17 0.396
H -1.980 0.257 -0.204 -0.04 0.32 -0.01 0.195
H 0.416 -1.620 1.448 0.02 -0.03 0.01 0.163
H 0.810 -2.856 0.239 -0.03 0.02 0.03 0.186
H -0.824 -2.775 0.895 0.09 0.10 0.00 0.200
H -0.146 2.890 -1.021 0.03 0.02 -0.02 0.207
H 1.046 2.646 0.256 -0.02 -0.01 -0.05 0.207
H 1.445 2.221 -1.409 0.01 0.05 0.00 0.230
```
Positions in Å, forces in eV/Å.

---

Record 2
Here is one molecule with the formula C5H10N2O from the OMol25 dataset. Energies are from ωB97M-V/def2-TZVPD.

The calculation puts the HOMO-LUMO gap at 8.995 eV. The SMILES is [H]/N=N/[C@@]1(C)[C@H](C)[C@@H]1O. The total charge is 0. Its energy is -381.14718 Eh. The value obtained for the HOMO energy is -0.307 hartree. The LUMO energy is 0.6301 eV.

XYZ file:
```
18
Properties=species:S:1:pos:R:3:forces:R:3:nbo_charge:R:1
H 3.028 0.052 -2.094 -1.07 -0.05 -1.70 0.332
N 2.233 -0.534 -1.783 -0.49 -0.73 2.57 -0.370
N 1.220 0.153 -1.567 2.24 2.33 1.27 -0.116
C 0.317 -0.127 -0.428 -0.64 -1.71 -3.06 0.001
C 0.244 -1.552 0.057 0.14 0.24 0.13 -0.639
C -0.002 1.027 0.467 -1.17 0.22 -1.84 -0.216
C -0.345 0.816 1.914 0.00 -0.10 -0.18 -0.616
C -0.972 0.619 -0.756 1.54 0.58 2.10 0.098
O -2.168 -0.006 -0.514 -1.00 -0.15 0.45 -0.710
H 0.405 -2.215 -0.791 -0.01 -0.10 0.07 0.228
H -0.718 -1.769 0.515 -0.04 0.03 -0.07 0.231
H 1.021 -1.733 0.798 0.10 -0.14 -0.01 0.219
H 0.528 1.945 0.239 0.04 -0.03 -0.02 0.228
H -0.779 1.726 2.326 -0.05 -0.01 -0.01 0.222
H -1.065 0.011 2.027 -0.03 -0.05 0.12 0.223
H 0.553 0.585 2.488 -0.01 -0.08 0.06 0.214
H -0.974 1.352 -1.557 0.27 -0.27 -0.01 0.192
H -2.526 -0.350 -1.341 0.17 0.02 0.13 0.480
```
Positions in Å, forces in eV/Å.

---

Record 3
Here is one molecule with the formula C5H10N2O from the OMol25 dataset. Energies are from ωB97M-V/def2-TZVPD.

The calculation puts the HOMO-LUMO gap at 9.061 eV. The SMILES is CNN(C)/C=C\C=O. The total charge is 0. Its energy is -381.13781 Eh. The value obtained for the HOMO energy is -0.307 hartree. The LUMO energy is 0.6970 eV.

XYZ file:
```
18
Properties=species:S:1:pos:R:3:forces:R:3:nbo_charge:R:1
C 0.131 1.506 -1.317 3.73 -1.96 1.92 -0.410
N 0.051 0.032 -1.352 2.09 -0.03 1.17 -0.454
N 0.638 -0.523 -0.161 0.71 -0.37 -1.88 -0.259
C 2.086 -0.812 -0.386 -1.12 -1.35 -0.79 -0.391
C 0.096 -0.513 1.070 -1.93 0.33 -0.92 0.089
C -1.164 -0.339 1.584 -0.06 -0.34 1.91 -0.480
C -2.484 -0.205 1.015 -0.57 0.39 -1.97 0.398
O -3.491 -0.491 1.647 0.83 0.61 -1.01 -0.556
H -0.198 1.843 -2.221 -1.33 1.32 -2.12 0.211
H -0.326 1.824 -0.414 -0.72 1.12 0.52 0.193
H 1.285 1.798 -1.261 -2.39 -0.62 -0.11 0.183
H -0.845 -0.358 -1.395 -1.76 -0.16 -0.33 0.361
H 2.419 -1.133 0.570 0.77 -0.28 0.78 0.196
H 2.382 -1.727 -1.166 -1.23 2.84 1.75 0.221
H 2.465 0.185 -0.576 0.98 -0.36 -0.68 0.200
H 0.777 -0.767 1.804 1.55 -0.52 1.31 0.201
H -1.284 -0.517 2.723 0.58 0.28 -2.03 0.232
H -2.539 0.196 -0.164 -0.13 -0.88 2.49 0.064
```
Positions in Å, forces in eV/Å.

---

Record 4
Here is one molecule with the formula C5H10N2O from the OMol25 dataset. Energies are from ωB97M-V/def2-TZVPD.

The calculation puts the HOMO-LUMO gap (alpha / beta) at 8.459 / 7.386 eV. The total charge is 0. Its energy is -381.07952 Eh. The value obtained for the HOMO energy (alpha / beta) is -0.296 / -0.259 hartree. The LUMO energy (alpha / beta) is 0.4040 / 0.3427 eV.

XYZ file:
```
18
Properties=species:S:1:pos:R:3:forces:R:3:nbo_charge:R:1
C 2.126 -0.376 0.169 -0.04 -0.09 -0.11 -0.634
C 0.256 2.187 -0.114 0.01 0.05 0.14 -0.673
C 0.748 -0.276 -0.430 -1.01 -1.86 1.79 0.173
N -2.729 -1.196 0.214 0.43 -0.16 0.57 -0.572
C -0.464 -1.252 0.271 3.75 -0.16 -0.68 0.160
C 0.131 0.906 -0.851 -0.43 0.77 -0.46 -0.108
O 0.176 -1.442 -0.993 -0.35 0.05 -0.38 -0.504
N -1.580 -0.528 0.497 -2.26 1.19 -0.69 -0.266
H -3.501 -0.954 0.821 0.04 0.00 -0.17 0.373
H -2.669 -2.171 -0.068 -0.01 0.07 0.12 0.353
H -0.234 -2.091 0.942 -0.22 0.07 -0.13 0.164
H -0.533 0.846 -1.703 -0.01 -0.07 0.08 0.210
H 2.269 -1.342 0.654 -0.04 0.05 -0.07 0.223
H 2.278 0.402 0.919 -0.03 0.00 -0.08 0.221
H 2.887 -0.264 -0.607 0.02 0.02 0.03 0.215
H 1.296 2.519 -0.033 -0.02 0.02 0.06 0.214
H -0.136 2.052 0.904 0.10 0.12 -0.07 0.230
H -0.318 2.982 -0.593 0.06 -0.07 0.04 0.222
```
Positions in Å, forces in eV/Å.

---

Record 5
Here is a 2-piece molecular cluster, C5H10N2O overall from the OMol25 dataset. Energies are from ωB97M-V/def2-TZVPD.

The calculation puts the HOMO-LUMO gap at 9.395 eV. The total charge is 0. Its energy is -380.97436 Eh. The value obtained for the HOMO energy is -0.319 hartree. The LUMO energy is 0.7248 eV.

XYZ file:
```
18
Properties=species:S:1:pos:R:3:forces:R:3:nbo_charge:R:1
C -0.525 -0.730 0.361 -2.52 -0.85 1.02 -0.106
C -0.626 0.885 0.258 -1.15 0.00 2.59 0.145
C 0.965 1.443 -0.460 -2.06 3.28 4.50 -0.414
C 1.532 0.342 0.438 1.33 1.78 -2.98 -0.131
C 0.839 -0.745 -0.255 -3.02 -1.20 -1.43 -0.088
H -1.524 -2.403 -0.382 0.29 -2.14 -0.22 0.368
H -2.646 -1.390 0.323 1.83 -0.22 -0.68 0.374
H -0.620 -0.972 1.434 0.59 -0.01 -0.52 0.191
H -0.326 0.916 1.684 -1.48 1.46 -4.22 0.140
H -2.295 0.509 -0.588 -0.20 -0.18 -0.32 0.486
H 1.108 2.590 -0.004 -0.33 -2.94 -1.23 0.206
H 1.133 1.493 -1.528 -0.19 -0.56 -0.02 0.226
H 1.368 0.566 1.494 0.78 -0.77 -0.39 0.231
H 2.650 -0.923 -1.075 -0.92 0.71 4.23 0.373
H 0.516 -0.521 -1.332 1.15 -0.25 1.13 0.178
N -1.778 -1.473 -0.280 0.63 3.59 0.85 -0.895
N 2.220 -0.876 0.022 2.28 -1.71 -3.19 -0.548
O -1.991 1.290 -0.112 2.99 0.00 0.88 -0.737
```
Positions in Å, forces in eV/Å.

---

Record 6
Here is a 2-piece molecular cluster, C5H10N2O overall from the OMol25 dataset. Energies are from ωB97M-V/def2-TZVPD.

The calculation puts the HOMO-LUMO gap at 10.233 eV. The SMILES is C#[N+][O-].CN=C(C)C. The total charge is 0. Its energy is -381.10709 Eh. The value obtained for the HOMO energy is -0.343 hartree. The LUMO energy is 0.8940 eV.

XYZ file:
```
18
Properties=species:S:1:pos:R:3:forces:R:3:nbo_charge:R:1
C 1.265 -1.983 0.936 0.83 0.43 0.58 -0.058
N 0.632 -2.935 0.871 0.12 0.19 -0.58 0.208
O -0.054 -3.865 0.622 -1.01 -1.33 0.02 -0.410
H 1.947 -1.263 1.285 0.23 0.38 0.15 0.260
C 2.231 0.985 -0.611 -0.61 0.17 0.46 -0.448
N 1.093 0.908 0.279 -1.78 0.38 0.06 -0.467
C -0.008 0.347 -0.022 -2.05 -0.10 1.32 0.363
C -1.219 0.291 1.021 2.12 1.32 1.49 -0.682
C -0.432 -0.429 -1.240 2.01 0.82 2.05 -0.698
H 3.044 1.045 0.071 1.15 0.03 0.27 0.201
H 2.333 0.086 -1.190 0.21 -0.24 -0.84 0.179
H 2.254 1.925 -1.186 -0.26 -0.54 -0.04 0.214
H -2.183 0.691 0.671 0.40 -0.58 -0.50 0.224
H -0.959 1.037 1.876 -0.26 -1.66 -1.12 0.226
H -1.302 -0.779 1.395 -0.12 1.40 -0.36 0.224
H 0.411 -0.568 -1.800 2.15 -0.70 -1.92 0.209
H -1.085 0.113 -1.793 -2.25 1.67 -1.63 0.228
H -0.835 -1.351 -0.985 -0.87 -1.63 0.59 0.228
```
Positions in Å, forces in eV/Å.

---

Record 7
Here is a 3-piece molecular cluster, C5H10N2O overall from the OMol25 dataset. Energies are from ωB97M-V/def2-TZVPD.

The calculation puts the HOMO-LUMO gap (alpha / beta) at 6.798 / 6.843 eV. The total charge is +2. Its energy is -380.38609 Eh. The value obtained for the HOMO energy (alpha / beta) is -0.599 / -0.581 hartree. The LUMO energy (alpha / beta) is -9.5052 / -8.9778 eV.

XYZ file:
```
18
Properties=species:S:1:pos:R:3:forces:R:3:nbo_charge:R:1
C 8.482 -1.768 -0.367 2.76 -1.54 1.18 0.124
C 7.615 -0.815 -0.697 -2.32 3.05 0.46 -0.044
C 8.820 0.028 0.918 -0.87 0.83 -0.39 0.312
C -12.012 -0.084 -0.287 -0.66 -1.30 1.00 0.283
C -13.012 0.826 -0.023 -0.97 2.39 -1.50 -0.835
N 9.303 -1.143 0.624 1.76 -1.70 0.74 -0.503
N 7.848 0.235 0.072 -1.60 1.85 -1.39 -0.195
O 5.980 1.922 -0.368 -0.45 -0.04 0.32 -0.420
H 8.601 -2.713 -0.888 0.71 0.13 0.48 0.280
H 6.964 -0.626 -1.507 -0.64 -0.66 -0.83 0.281
H 9.134 0.763 1.638 0.23 -0.29 0.47 0.269
H -13.391 0.698 0.949 -0.56 -0.09 1.57 0.312
H -11.884 -0.991 0.321 -0.05 0.29 -0.29 0.238
H -12.529 1.826 -0.285 -0.62 -0.61 0.50 0.346
H -11.255 0.171 -0.955 1.25 0.07 -1.41 0.214
H -14.019 1.034 -0.583 1.58 -0.75 0.12 0.440
H 10.137 -1.329 1.176 -0.01 -1.62 -0.69 0.468
H 5.219 1.965 0.262 0.47 -0.01 -0.35 0.427
```
Positions in Å, forces in eV/Å.

---

The following max |F| values (in eV Å⁻¹) correspond, in order, to the records above: 1.60; 3.56; 4.63; 3.82; 5.94; 3.24; 3.86.
The following energy above the lowest of the compared OMol25 structures with the same formula, charge and spin values (in eV) correspond, in order, to the records above: 2.624; 3.762; 4.017; 5.603; 8.465; 4.853; 5.767.